Entry 1:
C4H10OSi | ωB97M-V/def2-TZVPD

Atoms and positions in Å:
O  0.384  1.794  0.124
Si  0.642  2.602  1.368
H  1.946  2.851  1.964
H  -0.394  3.249  2.162
C  -0.208  -1.239  1.283
C  0.231  -1.006  -0.127
C  -0.368  -0.188  -0.977
C  0.044  -0.005  -2.400
H  -1.080  -0.636  1.524
H  0.593  -0.977  1.977
H  -0.443  -2.291  1.440
H  1.138  -1.524  -0.414
H  -1.290  0.300  -0.696
H  -0.633  -0.566  -3.051
H  -0.015  1.046  -2.678
H  1.057  -0.364  -2.566

Cartesian forces (eV/Å) of the 3 atoms listed first:
0.19 0.69 -0.37
0.05 0.32 0.45
0.41 -0.03 0.09

Summary:
Energy above the lowest of the compared OMol25 structures with the same formula, charge and spin (kcal/mol): 48.42
HOMO-LUMO gap (eV): 7.707
Structure (SMILES): O=[SiH2].C/C=C/C
HOMO (eV): -8.12
Total energy (Ha): -523.07224

Entry 2:
C4H10S | ωB97M-V/def2-TZVPD

Atoms and positions in Å:
C  4.057  -3.182  -0.758
C  3.179  -2.230  -1.001
C  3.382  -0.791  -0.573
H  3.959  -4.227  -1.021
H  4.985  -2.943  -0.247
H  2.246  -2.393  -1.527
H  3.748  -0.586  0.430
H  4.163  -0.419  -1.249
H  2.538  -0.118  -0.708
C  -5.831  2.572  1.107
S  -4.144  2.892  1.696
H  -6.486  2.925  1.897
H  -6.011  3.096  0.180
H  -5.954  1.508  0.941
H  -3.830  3.895  0.834

Cartesian forces (eV/Å) of the 3 atoms listed first:
0.48 -0.29 0.18
-0.65 0.74 0.62
0.76 0.44 -0.78

Summary:
Energy above the lowest of the compared OMol25 structures with the same formula, charge and spin (kcal/mol): 27.40
HOMO-LUMO gap (eV): 10.072
Structure (SMILES): C=CC.CS
HOMO (eV): -9.05
Total energy (Ha): -556.53833

Entry 3:
C4H10S | ωB97M-V/def2-TZVPD

Atoms and positions in Å:
C  -1.153  -2.392  -0.500
C  -0.899  -0.947  0.516
C  0.277  1.566  0.066
C  1.531  1.549  1.220
H  -2.495  -1.976  -0.842
H  -0.399  -2.316  -1.893
H  -1.076  -3.600  0.001
H  -0.138  -1.223  1.230
H  -2.003  -0.585  0.803
H  -0.537  2.095  0.470
H  0.982  2.132  -0.795
H  1.298  0.659  1.868
H  2.566  1.704  0.440
H  0.968  2.596  1.881
S  0.144  0.116  -0.686

Cartesian forces (eV/Å) of the 3 atoms listed first:
-2.23 1.27 -1.80
-0.48 -2.01 -3.23
6.69 3.39 0.41

Summary:
Energy above the lowest of the compared OMol25 structures with the same formula, charge and spin (kcal/mol): 190.24
HOMO-LUMO gap (eV): 8.950
HOMO (eV): -8.24
Total energy (Ha): -556.27883

Entry 4:
C4H10S | ωB97M-V/def2-TZVPD

Atoms and positions in Å:
C  2.681  -5.321  2.250
C  1.788  -5.300  3.235
H  2.729  -4.435  1.636
H  3.269  -6.223  2.185
H  1.342  -6.141  3.741
H  1.349  -4.354  3.553
C  -1.763  2.221  -1.548
S  -0.718  3.136  -2.707
C  -1.151  4.792  -2.206
H  -1.595  2.488  -0.544
H  -2.802  2.453  -1.782
H  -1.577  1.161  -1.694
H  -0.277  5.437  -2.342
H  -1.229  4.895  -1.115
H  -2.048  5.191  -2.663

Cartesian forces (eV/Å) of the 3 atoms listed first:
-0.88 -0.32 1.26
-0.62 0.92 -0.04
0.96 -0.04 -0.04

Summary:
Energy above the lowest of the compared OMol25 structures with the same formula, charge and spin (kcal/mol): 35.93
HOMO-LUMO gap (eV): 9.685
Structure (SMILES): C=C.CSC
HOMO (eV): -8.54
Total energy (Ha): -556.52473

Entry 5:
C4H10S | ωB97M-V/def2-TZVPD

Atoms and positions in Å:
C  1.417  -0.071  -1.485
C  1.024  0.545  -0.138
C  -0.475  0.416  0.188
C  -0.867  -0.594  1.266
S  -2.554  -1.307  1.132
H  2.103  0.637  -1.964
H  1.855  -1.062  -1.314
H  0.594  -0.204  -2.152
H  1.319  1.588  0.029
H  1.565  -0.025  0.611
H  -0.927  0.272  -0.806
H  -0.940  1.405  0.349
H  -0.715  -0.033  2.185
H  -0.168  -1.418  1.244
H  -3.230  -0.148  0.855

Cartesian forces (eV/Å) of the 3 atoms listed first:
0.77 0.64 0.48
-0.41 -0.27 1.05
-0.84 0.84 -1.82

Summary:
Energy above the lowest of the compared OMol25 structures with the same formula, charge and spin (kcal/mol): 12.22
HOMO-LUMO gap (eV): 10.072
Structure (SMILES): CCCCS
HOMO (eV): -9.03
Total energy (Ha): -556.56252

Entry 6:
C4H10S | ωB97M-V/def2-TZVPD

Atoms and positions in Å:
C  -2.316  -0.431  -1.488
C  -1.264  -0.605  -0.397
S  0.175  0.428  -0.553
C  1.195  -0.001  0.908
C  2.368  0.972  0.993
H  -2.694  0.597  -1.357
H  -3.063  -1.220  -1.319
H  -1.764  -0.390  -2.473
H  -1.659  -0.574  0.609
H  -1.049  -1.634  -0.573
H  0.576  0.203  1.841
H  1.343  -1.102  0.862
H  2.996  0.806  1.871
H  3.047  0.920  0.154
H  2.109  2.030  0.923

Cartesian forces (eV/Å) of the 3 atoms listed first:
1.00 2.04 0.03
-0.25 -1.10 -0.03
0.43 0.63 -0.24

Summary:
Energy above the lowest of the compared OMol25 structures with the same formula, charge and spin (kcal/mol): 12.24
HOMO-LUMO gap (eV): 9.594
Structure (SMILES): CCSCC
HOMO (eV): -8.39
Total energy (Ha): -556.56248

Entry 7:
C4H10S2 | ωB97M-V/def2-TZVPD

Atoms and positions in Å:
C  -1.272  0.263  -2.941
C  -1.032  0.958  -1.819
C  -0.212  2.198  -1.783
H  -1.999  -0.536  -2.935
H  -0.692  0.476  -3.831
H  -1.472  0.514  -0.921
H  -0.774  3.093  -1.964
H  0.210  2.373  -0.779
H  0.713  1.988  -2.327
C  -0.543  -0.971  2.725
S  -0.082  0.038  1.181
S  1.439  -1.222  0.473
H  -0.333  -2.017  2.578
H  -1.592  -0.733  2.862
H  0.137  -0.606  3.493
H  2.429  -0.742  1.253

Cartesian forces (eV/Å) of the 3 atoms listed first:
0.51 0.55 0.81
-1.05 -1.15 -0.74
1.45 -0.94 1.82

Summary:
Energy above the lowest of the compared OMol25 structures with the same formula, charge and spin (kcal/mol): 38.24
HOMO-LUMO gap (eV): 9.543
Structure (SMILES): C=CC.CSS
HOMO (eV): -9.12
Total energy (Ha): -954.72264

Entry 8:
C4H10S2 | ωB97M-V/def2-TZVPD

Atoms and positions in Å:
C  0.404  1.510  -1.284
C  1.015  0.340  -1.448
C  1.802  -0.282  -0.302
H  -0.224  2.068  -1.964
H  0.699  2.079  -0.403
H  0.906  -0.231  -2.365
H  1.239  -0.328  0.628
H  2.620  0.419  -0.109
H  2.195  -1.268  -0.529
C  -1.520  0.242  1.678
S  -2.453  -0.741  0.477
S  -1.420  -2.559  0.553
H  -1.012  1.102  1.249
H  -2.343  0.556  2.322
H  -0.837  -0.389  2.232
H  -1.074  -2.518  -0.736

Cartesian forces (eV/Å) of the 3 atoms listed first:
0.89 0.32 0.26
-0.78 -0.18 0.43
0.29 0.84 -0.49

Summary:
Energy above the lowest of the compared OMol25 structures with the same formula, charge and spin (kcal/mol): 34.20
HOMO-LUMO gap (eV): 9.167
Structure (SMILES): C=CC.CSS
HOMO (eV): -8.66
Total energy (Ha): -954.72908

Entry 9:
C4H10S2 | ωB97M-V/def2-TZVPD

Atoms and positions in Å:
C  0.514  2.632  0.094
C  1.273  1.476  0.744
S  -1.602  0.460  -1.535
S  -2.318  -0.926  -0.300
C  -1.086  -2.217  -0.317
C  0.243  -1.678  0.000
H  0.241  1.444  -0.021
H  0.055  3.304  0.754
H  0.678  3.271  -0.753
H  0.907  1.131  1.697
H  2.162  1.224  0.137
H  -1.147  -2.809  -1.263
H  -1.507  -2.890  0.539
H  0.078  -0.872  0.731
H  0.969  -2.378  0.407
H  0.542  -1.173  -0.912

Cartesian forces (eV/Å) of the 3 atoms listed first:
2.41 -1.25 2.28
0.16 3.95 -2.57
0.46 1.15 -0.27

Summary:
Energy above the lowest of the compared OMol25 structures with the same formula, charge and spin (kcal/mol): 135.99
HOMO-LUMO gap (eV): 4.567
HOMO (eV): -6.36
Total energy (Ha): -954.56686

Entry 10:
C4H10Se2 | ωB97M-V/def2-TZVPD

Atoms and positions in Å:
C  -2.371  -1.658  0.489
C  2.623  0.948  0.199
C  -1.106  0.738  -0.044
C  0.431  -0.293  -1.349
Se  -2.851  0.053  -0.249
Se  1.811  -0.753  -0.117
H  -2.070  -2.506  -0.247
H  -1.544  -1.648  1.259
H  -3.194  -2.211  0.960
H  1.796  1.671  0.162
H  3.114  1.025  1.158
H  3.588  1.093  -0.493
H  -0.626  0.461  0.907
H  -0.971  1.792  -0.340
H  0.712  0.184  -2.306
H  -0.153  -1.131  -1.498

Cartesian forces (eV/Å) of the 3 atoms listed first:
0.97 -3.25 0.09
2.23 0.78 -1.38
2.69 -0.45 -1.95

Summary:
Energy above the lowest of the compared OMol25 structures with the same formula, charge and spin (kcal/mol): 9.36
HOMO-LUMO gap (eV): 7.868
HOMO (eV): -7.39
Total energy (Ha): -4961.11994

Copy entry 8 word for word.
C4H10S2 | ωB97M-V/def2-TZVPD

Atoms and positions in Å:
C  0.404  1.510  -1.284
C  1.015  0.340  -1.448
C  1.802  -0.282  -0.302
H  -0.224  2.068  -1.964
H  0.699  2.079  -0.403
H  0.906  -0.231  -2.365
H  1.239  -0.328  0.628
H  2.620  0.419  -0.109
H  2.195  -1.268  -0.529
C  -1.520  0.242  1.678
S  -2.453  -0.741  0.477
S  -1.420  -2.559  0.553
H  -1.012  1.102  1.249
H  -2.343  0.556  2.322
H  -0.837  -0.389  2.232
H  -1.074  -2.518  -0.736

Cartesian forces (eV/Å) of the 3 atoms listed first:
0.89 0.32 0.26
-0.78 -0.18 0.43
0.29 0.84 -0.49

Summary:
Energy above the lowest of the compared OMol25 structures with the same formula, charge and spin (kcal/mol): 34.20
HOMO-LUMO gap (eV): 9.167
Structure (SMILES): C=CC.CSS
HOMO (eV): -8.66
Total energy (Ha): -954.72908